No. 1
C36H30Br3Cl2IrN7O2S as an isolated structure at a distorted geometry. Source: the Open Molecules 2025 dataset; level of theory: ωB97M-V/def2-TZVPD.

Computed properties:
charge = +2
frontier orbital gap (spin up / spin down) = 7.564 / 6.072 eV
spin multiplicity = 2
LUMO level (spin up / spin down) = -5.59 / -7.09 eV
expectation value of S² = 0.76
energy relative to the best compared isomer or geometry (same formula, charge and spin) = 37.52 kcal per mole
E_HOMO (spin up / spin down) = -13.2 / -13.2 eV
calculated total energy = -11068.14530 hartree
M = 1127.6 g/mol

Geometry (Å):
Ir -0.0074 -0.0565 0.0237
Cl -1.6925 1.5914 -1.1064
C -3.1068 1.2768 -0.1341
C -4.1021 2.2277 -0.0892
C -5.2347 1.9658 0.6725
C -5.3549 0.7745 1.3702
C -4.3450 -0.1722 1.3033
Cl -4.5286 -1.6488 2.1701
C -3.1896 0.0618 0.5427
S -1.9761 -1.1733 0.4179
H -4.0041 3.1477 -0.6493
H -6.0312 2.6959 0.7155
H -6.2347 0.5640 1.9617
Br 5.9668 3.3693 0.4027
C 4.3568 2.4422 0.2275
C 3.7592 1.8381 1.3215
C 2.5622 1.1900 1.1218
N 1.9298 1.1022 -0.0589
C 2.5258 1.6662 -1.1303
C 3.7324 2.3449 -1.0021
C 1.8715 1.5802 -2.4719
C 2.6045 1.7319 -3.6467
C 1.9383 1.6353 -4.8568
Br 2.8871 1.8057 -6.4621
C 0.5736 1.3985 -4.8678
C -0.0606 1.2568 -3.6470
N 0.5639 1.3424 -2.4754
H 4.2084 1.8620 2.3035
H 2.0863 0.6998 1.9535
H 4.1762 2.8290 -1.8555
H 3.6721 1.8809 -3.6483
H 0.0218 1.3214 -5.7934
H -1.1287 1.0666 -3.6176
Br -3.2596 -3.6047 -6.7772
C -1.8191 -3.1114 -5.6755
C -0.5128 -3.3589 -6.0885
N 0.5486 -3.0332 -5.3585
C 0.3443 -2.4422 -4.1882
C -0.9250 -2.1614 -3.6944
C -2.0371 -2.5056 -4.4553
C -1.0996 -1.4934 -2.3769
O -2.2503 -1.3261 -1.9218
O -0.0253 -1.1350 -1.7841
H -0.3244 -3.8365 -7.0425
H 1.2231 -2.1770 -3.6137
H -3.0363 -2.3048 -4.0942
C -2.0243 4.1850 2.8429
C -1.0261 4.1741 1.7066
N -0.5574 2.8070 1.5034
C -0.6287 1.8001 2.3957
N -0.2325 0.5858 2.0088
C -0.1552 -0.4768 3.0222
C -1.2008 -0.2974 4.1035
C -1.0687 1.0811 4.7000
N -1.0578 2.0838 3.6381
C -1.4059 3.4564 4.0180
H -2.9472 3.6821 2.5431
H -2.2691 5.2089 3.1198
H -0.1815 4.8278 1.9374
H -1.4740 4.5216 0.7750
H -0.1197 2.5873 0.6264
H 0.8497 -0.5184 3.4615
H -0.3245 -1.4314 2.5306
H -1.0767 -1.0528 4.8786
H -2.1953 -0.4247 3.6683
H -0.1510 1.1634 5.2911
H -1.9051 1.3040 5.3613
H -0.5178 3.9854 4.3776
H -2.1072 3.3895 4.8477
N 1.1476 -1.5338 0.5270
C 1.7312 -2.4972 0.7345
C 2.4449 -3.7057 0.9737
C 2.0582 -4.8575 0.2827
C 2.7509 -6.0320 0.5078
C 3.8111 -6.0518 1.4061
C 4.1909 -4.9013 2.0881
C 3.5108 -3.7173 1.8770
H 1.2335 -4.8231 -0.4166
H 2.4669 -6.9325 -0.0183
H 4.3494 -6.9745 1.5760
H 5.0188 -4.9298 2.7825
H 3.7965 -2.8131 2.3975

No. 2
C36H30BrF3N5O2PdSSb as an isolated structure. Source: the Open Molecules 2025 dataset; level of theory: ωB97M-V/def2-TZVPD.

Computed properties:
charge = +2
frontier orbital gap = 7.931 eV
spin multiplicity = 1
LUMO level = -5.86 eV
energy relative to the best compared isomer or geometry (same formula, charge and spin) = 0.00 kcal per mole
E_HOMO = -13.8 eV
calculated total energy = -5453.63165 hartree
M = 961.8 g/mol

Geometry (Å):
Pd -0.1303 -0.8876 -0.2788
O -3.4564 2.0435 -4.5484
C -2.7852 1.4331 -3.5770
C -3.0275 1.6328 -2.2151
C -2.2580 0.9523 -1.3058
N -1.2762 0.1066 -1.6642
C -1.0700 -0.0925 -2.9741
Br 0.2540 -1.3398 -3.4497
C -1.7855 0.5399 -3.9597
H -4.1524 2.6197 -4.2072
H -3.8049 2.3014 -1.8704
H -2.4155 1.0717 -0.2429
H -1.5915 0.3505 -5.0051
N 2.7670 -0.2298 4.6096
C 2.5816 -1.5676 4.4663
O 2.5656 -2.3667 5.3717
C 2.3182 -2.0428 3.0584
C 2.8554 -3.2533 2.6399
C 2.5543 -3.7176 1.3697
C 1.6918 -2.9846 0.5762
N 1.1428 -1.8336 0.9967
C 1.4686 -1.3604 2.2081
H 3.0157 0.0904 5.5340
H 3.0902 0.3200 3.8292
H 3.4913 -3.8134 3.3137
H 2.9631 -4.6462 0.9970
H 1.4008 -3.3227 -0.4096
H 1.0084 -0.4279 2.5108
F -1.0598 5.5883 3.1278
C -0.5242 4.6338 2.3714
C -0.9827 3.3362 2.5167
C -0.4198 2.3482 1.7242
C 0.5838 2.6587 0.8080
C 1.0226 3.9782 0.6848
C 0.4683 4.9766 1.4684
Sb 1.4354 1.1300 -0.3466
C 1.6882 1.9945 -2.2384
C 2.7787 1.6640 -3.0395
C 2.8872 2.1815 -4.3192
C 1.8874 3.0226 -4.7776
F 1.9810 3.5173 -6.0101
C 0.7960 3.3733 -4.0022
C 0.7008 2.8509 -2.7222
C 3.3221 0.7823 0.5078
C 4.0321 -0.3702 0.1730
C 5.2383 -0.6584 0.7913
C 5.7138 0.2203 1.7500
F 6.8664 -0.0543 2.3549
C 5.0348 1.3750 2.1006
C 3.8279 1.6516 1.4733
H -1.7600 3.1224 3.2373
H -0.7738 1.3260 1.8248
H 1.7956 4.2397 -0.0294
H 0.7890 6.0066 1.3915
H 3.5618 1.0102 -2.6729
H 3.7272 1.9501 -4.9596
H 0.0528 4.0504 -4.4011
H -0.1451 3.1279 -2.1020
H 3.6514 -1.0598 -0.5737
H 5.8136 -1.5397 0.5416
H 5.4606 2.0412 2.8394
H 3.2908 2.5547 1.7404
N -1.5480 -3.1984 2.1723
C -2.3659 -3.0814 1.1208
S -1.8074 -2.5935 -0.4341
N -3.6459 -3.3842 1.2917
C -4.6806 -3.2296 0.2985
C -4.7806 -4.1455 -0.7354
C -5.7970 -3.9995 -1.6671
C -6.7046 -2.9558 -1.5498
C -6.6004 -2.0519 -0.5015
C -5.5814 -2.1853 0.4306
H -0.5562 -3.1921 2.0173
H -1.8778 -3.5437 3.0607
H -3.9304 -3.7699 2.1826
H -4.0738 -4.9621 -0.8066
H -5.8885 -4.7109 -2.4765
H -7.5057 -2.8560 -2.2698
H -7.3204 -1.2510 -0.4001
H -5.4930 -1.4947 1.2602

No. 3
C36H30Cl2N11NdOPSSe as an isolated structure at a distorted geometry. Source: the Open Molecules 2025 dataset; level of theory: ωB97M-V/def2-TZVPD.

Computed properties:
charge = +1
frontier orbital gap (spin up / spin down) = 7.524 / 7.576 eV
spin multiplicity = 4
LUMO level (spin up / spin down) = -2.20 / -2.17 eV
expectation value of S² = 3.75
energy relative to the best compared isomer or geometry (same formula, charge and spin) = 0.00 kcal per mole
E_HOMO (spin up / spin down) = -9.7 / -9.7 eV
calculated total energy = -6690.17614 hartree
M = 989.9 g/mol

Geometry (Å):
Nd -0.9515 -0.4400 -0.2725
C 2.6991 3.4588 2.8855
N 1.4776 2.7560 2.6097
C 0.2755 2.9563 3.1870
C -0.5981 2.0846 2.6008
N 0.0591 1.4510 1.5397
C 1.3137 1.8106 1.6495
P 2.7899 1.0779 0.7287
C 2.4864 -0.7596 1.0387
N 1.3064 -1.3338 1.1322
C 1.5415 -2.6600 1.3462
C 2.8959 -2.8955 1.3446
N 3.4794 -1.7169 1.1095
C 4.8651 -1.4758 0.7937
C 2.1856 1.0974 -0.9619
N 1.1812 0.3845 -1.3938
C 1.3403 0.2045 -2.7518
C 2.4075 0.9298 -3.1713
N 2.9645 1.4998 -2.0395
C 4.1406 2.3354 -2.2477
H 3.4491 2.6710 3.0002
H 2.6352 3.8296 3.9011
H 3.0465 4.2076 2.1784
H 0.2358 3.5707 4.0987
H -1.7194 1.9410 2.7675
H 0.8260 -3.4045 1.3787
H 3.4399 -3.7868 1.4678
H 5.4724 -2.0058 1.5512
H 5.1185 -0.4263 0.9855
H 5.1444 -1.8394 -0.2331
H 0.6533 -0.4495 -3.3421
H 2.7642 1.1578 -4.1440
H 4.1789 2.3964 -3.3473
H 5.0122 1.9180 -1.7744
H 4.0471 3.2979 -1.7318
Cl 1.7558 -4.4022 -1.7993
C 0.5588 -3.8124 -2.8845
C 0.6528 -4.2261 -4.2664
C -0.2085 -3.6815 -5.1738
Cl -0.4816 -4.4266 -6.6992
C -1.0972 -2.5850 -4.7700
C -1.8752 -1.8272 -5.6551
C -2.5676 -0.7573 -5.1943
C -2.4902 -0.4032 -3.8651
N -1.8435 -1.1186 -2.9780
C -1.0675 -2.1663 -3.3941
C -0.2724 -2.8701 -2.3863
O -0.2457 -2.4594 -1.1404
H 1.4293 -4.8636 -4.5778
H -1.9510 -2.2119 -6.6943
H -3.3653 -0.2829 -5.8003
H -3.0007 0.4947 -3.4463
N -3.7521 -1.3351 3.4110
C -2.6834 -1.3516 4.2548
C -2.5756 -1.3142 5.6360
C -1.3182 -1.1567 6.1481
C -0.1594 -1.0704 5.3585
C -0.2857 -1.1477 3.9416
C -1.5644 -1.2501 3.3945
N -1.9789 -1.2225 2.0694
C -3.2778 -1.3082 2.1379
C -4.1702 -1.2556 0.9603
C -5.4772 -0.9898 0.8752
S -5.9030 -1.0406 -0.7944
C -4.3255 -1.4940 -1.2073
N -3.4871 -1.5593 -0.1931
H -4.7572 -1.3912 3.6309
H -3.4831 -1.2199 6.3436
H -1.0468 -0.9052 7.1718
H 0.7712 -1.0043 5.8786
H 0.5235 -1.0197 3.2475
H -6.1457 -0.7286 1.7081
H -4.0379 -1.6386 -2.2310
Se -2.8548 1.8805 -0.6867
C -1.4751 3.2135 -0.5753
C -0.4858 3.0974 -1.5517
C 0.5763 4.0199 -1.4830
N 0.6221 5.0497 -0.6317
C -0.3370 5.0780 0.2963
C -1.3842 4.2042 0.3729
H -0.4815 2.4168 -2.3866
H 1.3495 3.9543 -2.3257
H -0.2948 5.8963 0.9787
H -2.1944 4.3494 1.0920